1.
16
Properties=species:S:1:pos:R:3:forces:R:3 method="wB97M-V/def2-TZVPD" spin_multiplicity=1 e_above_lowest_ev=1.6166
C -0.316 0.871 -0.850 -1.2 -1.5 0.2
C -0.836 -1.442 0.543 0.4 -1.4 -1.0
C 1.554 0.414 0.092 0.2 -0.1 0.1
C 0.361 1.359 0.408 0.1 0.0 0.3
C 0.780 -0.111 -1.125 0.6 -0.5 -0.3
C -0.531 -0.720 -0.728 -0.1 3.2 -0.3
H -0.238 -1.181 1.398 0.2 0.3 0.3
H -1.133 -1.027 -1.574 0.1 -0.2 -0.1
H 1.834 -0.320 0.857 -0.1 0.1 -0.1
H 0.613 2.414 0.397 0.2 0.1 0.0
H 1.239 -0.352 -2.078 0.0 0.0 0.1
H -0.177 1.151 1.334 0.0 0.0 0.0
H -1.897 -1.431 0.806 0.2 0.0 -0.1
H -0.514 -2.458 0.223 -0.6 0.0 0.9
H -0.950 1.440 -1.519 0.2 0.0 0.0
H 2.449 0.970 -0.200 -0.2 -0.1 0.0

=====

2.
35
Properties=species:S:1:pos:R:3:forces:R:3 method="wB97M-V/def2-TZVPD" e_tot_ev=-40954.3834 spin_multiplicity=1 total_charge=+1
S -1.277 1.592 2.842 0.0 0.2 0.3
S -1.701 0.234 1.388 0.2 -0.4 -0.1
O -3.605 0.936 -1.144 -1.5 -0.4 0.2
O 2.398 -3.098 -3.002 0.3 0.3 -0.2
O 2.355 1.249 0.062 -0.3 0.2 0.3
O 0.194 -1.098 -3.163 0.0 -0.3 0.1
O 2.889 -0.856 1.848 0.5 1.2 0.3
O 1.508 3.711 -1.434 -0.1 -0.9 0.8
O -0.414 -3.514 2.078 -0.6 1.8 -1.2
N 0.600 -1.079 -0.096 0.2 -1.4 -1.2
C -0.450 -0.364 -0.951 1.0 0.7 1.3
C 0.135 0.011 -2.270 1.7 0.2 -2.5
C -0.950 0.828 -0.172 -1.8 0.9 -0.4
H -0.171 0.919 -2.807 -1.5 -0.2 0.6
H 2.657 -2.170 -3.052 -0.1 0.0 0.2
H -1.177 -1.160 -1.086 -0.5 0.3 -0.1
H 2.531 -3.348 -3.924 -0.1 -0.4 0.1
H 0.531 -3.541 2.198 0.0 -1.1 0.7
H 1.954 1.017 0.908 0.3 0.2 0.2
H -2.546 1.964 3.116 0.2 0.1 -0.2
H -1.789 1.265 -0.745 0.6 -0.5 0.2
H -0.650 -1.349 -3.552 -0.2 0.3 0.1
H 0.972 -1.844 -0.675 0.4 0.3 -0.2
H -4.217 1.053 -0.401 0.5 0.4 0.3
H -0.294 1.690 -0.089 0.7 -0.4 0.4
H 0.179 -1.622 0.653 -0.4 0.4 0.7
H 1.389 -0.519 0.251 -0.2 -0.1 -0.3
H -0.995 -4.195 2.409 0.8 -0.5 0.4
H 2.402 3.685 -1.786 -0.2 0.6 -0.4
H 1.190 0.321 -2.302 0.1 -0.4 1.3
H 2.785 -0.211 2.567 -0.6 -0.6 0.5
H 0.954 4.390 -1.823 0.5 0.2 -0.3
H 3.709 -0.448 1.522 0.1 -0.7 -0.7
H -4.181 0.355 -1.655 0.3 -0.1 -0.7
H 2.043 2.158 -0.072 0.0 0.1 -0.4

=====

3.
62
Properties=species:S:1:pos:R:3:forces:R:3 method="wB97M-V/def2-TZVPD" spin_multiplicity=2 e_above_lowest_ev=0.0000
Cu -0.511 -0.216 0.172 -0.2 -0.5 -0.2
S -0.837 -2.242 1.142 0.0 0.2 -0.1
O 3.191 -1.983 1.813 0.1 -0.1 -0.1
O -3.590 -0.252 -1.572 0.0 -0.1 0.1
O -1.515 3.298 2.031 -0.1 0.0 -0.1
O -1.395 -0.601 -1.418 0.0 0.0 0.0
N -1.387 1.703 0.459 0.2 0.2 -0.2
N 2.215 -1.093 -0.025 0.0 -0.1 -0.1
N 0.662 0.507 1.630 0.0 0.0 0.2
C -2.368 2.639 -0.108 0.0 -0.1 0.2
C 1.077 -5.051 -3.069 0.0 0.0 0.0
C -2.324 -4.374 0.422 0.0 0.0 0.0
C 2.994 -4.334 -1.809 0.0 0.0 0.0
C -1.002 2.588 -2.252 0.1 0.0 0.0
C 0.471 1.807 3.615 0.0 0.1 0.1
C 0.082 1.482 2.332 -0.2 0.1 -0.1
C -0.685 3.121 -3.495 0.0 0.0 0.0
C -2.314 4.852 -3.179 0.0 0.0 0.0
C -2.865 -2.385 -0.819 0.1 0.0 0.1
C -1.967 3.191 -1.458 0.0 0.1 0.0
C 3.060 -2.183 -0.545 -0.1 0.0 0.0
C 0.416 -3.885 -2.712 0.0 0.0 0.0
C 1.041 -2.943 -1.904 0.0 0.1 0.1
C -1.335 4.255 -3.961 0.0 0.0 0.0
C -2.646 -0.966 -1.280 -0.1 0.0 -0.1
C 1.697 -0.145 2.144 0.1 0.0 -0.1
C -4.136 -4.419 -1.157 0.0 0.0 0.0
C -2.627 4.321 -1.937 0.0 0.0 0.0
C -2.076 -3.025 0.151 0.0 0.0 -0.1
C 2.366 -1.098 1.227 -0.1 0.1 0.2
C 2.331 -3.166 -1.439 0.0 0.0 0.0
C 2.146 0.101 3.433 0.1 0.0 0.1
C 1.511 1.080 4.179 0.0 0.0 0.0
C 2.372 -5.272 -2.620 0.0 0.0 0.0
C -0.995 2.164 1.570 0.2 -0.1 0.2
C -3.334 -5.065 -0.225 0.0 0.0 0.0
C 3.646 -2.838 0.732 0.0 0.1 0.0
C -2.469 3.721 1.004 0.0 -0.1 0.0
C -3.897 -3.085 -1.438 0.0 0.0 0.0
H -1.087 4.667 -4.930 0.0 0.0 0.0
H 3.252 -3.837 0.902 0.0 0.0 0.0
H -2.161 4.705 0.663 0.0 0.0 0.0
H 4.733 -2.855 0.759 0.0 0.0 0.0
H -4.934 -4.950 -1.660 0.0 0.0 0.0
H 0.587 -5.787 -3.695 0.0 0.0 0.0
H 0.506 -2.046 -1.624 0.0 0.0 0.0
H 4.006 -4.519 -1.460 0.0 0.0 0.0
H -3.447 3.777 1.473 0.0 0.0 0.0
H 3.857 -1.722 -1.133 0.0 0.1 0.0
H -1.710 -4.873 1.162 0.0 0.0 0.0
H -3.406 4.787 -1.342 0.0 0.0 0.0
H 2.979 -0.466 3.823 0.0 0.0 0.0
H -3.499 -6.111 0.005 0.0 0.0 0.0
H -3.305 2.093 -0.226 0.0 0.0 0.0
H -0.517 1.680 -1.921 0.0 0.0 0.0
H -4.506 -2.551 -2.157 0.0 0.0 0.0
H 0.067 2.637 -4.105 0.0 0.0 0.0
H 2.898 -6.177 -2.897 0.0 0.0 0.0
H -0.035 2.599 4.148 0.0 0.0 0.0
H -0.598 -3.703 -3.045 0.0 0.0 0.0
H 1.835 1.288 5.190 0.0 0.0 0.0
H -2.838 5.730 -3.537 0.0 0.0 0.0

=====

4.
94
Properties=species:S:1:pos:R:3:forces:R:3 method="wB97M-V/def2-TZVPD" spin_multiplicity=1 e_above_lowest_ev=1.2167
Br -3.823 -6.735 1.101 0.1 0.3 0.1
Br -0.300 1.263 2.428 -0.4 -0.3 -0.3
Br -2.823 -4.273 2.922 0.0 -0.1 -0.1
Br -1.465 1.720 -0.482 0.3 -0.6 0.4
Br 0.882 -0.465 0.066 -0.6 0.1 0.1
Br -1.584 -4.706 0.004 -0.3 -0.4 0.6
F 3.299 1.966 1.307 0.1 0.4 0.1
F 5.217 1.608 2.324 0.1 0.8 0.3
F -2.957 -3.061 -2.319 -0.9 0.2 0.7
F 1.044 7.193 -3.218 0.3 -0.4 0.1
F 0.823 -8.064 2.548 0.1 0.0 0.0
F 2.275 5.390 -3.419 -0.3 0.2 0.0
F -2.014 -1.332 -3.248 -0.5 0.7 0.1
F 4.972 3.298 -3.892 0.0 0.3 -0.1
F 4.536 3.839 -1.844 -0.1 0.8 0.4
F 4.606 0.371 0.728 0.1 -0.8 -1.1
F -3.854 3.397 -1.039 -0.5 0.2 -1.1
F 1.073 -6.682 0.946 -0.5 0.5 -1.6
F 5.505 1.979 -2.279 -0.1 -0.2 0.0
F 2.825 6.933 -2.007 -0.3 -0.2 -0.1
F 2.807 -7.386 1.999 0.2 -0.1 -0.1
F -4.317 4.951 -2.510 0.2 0.5 0.3
F -3.227 3.210 -3.142 -0.6 -0.2 0.6
F -2.728 -2.997 -4.459 0.1 0.3 0.4
O 2.643 0.785 3.498 0.1 1.9 1.2
O 1.434 5.470 -0.366 1.6 0.1 1.9
O 2.706 2.180 -3.960 -0.2 0.1 -1.8
O 2.152 -4.902 2.989 2.3 2.7 -0.8
O 2.686 1.696 -1.830 -1.2 -1.5 3.4
O -6.191 3.477 -3.625 -1.5 1.8 -2.5
O 3.722 -1.025 2.872 1.1 -2.6 0.3
O 0.197 -2.547 -3.092 0.6 1.4 -0.4
O 0.538 -5.965 3.976 -1.8 -0.7 1.4
O -0.173 5.200 -1.848 -2.2 -0.9 -0.6
O -0.756 -4.489 -2.868 -0.3 -3.5 0.4
O -5.872 1.994 -2.066 -0.2 -0.6 1.8
C -5.571 3.057 -2.732 1.4 -1.1 0.9
C 1.366 -3.111 -2.501 1.3 0.6 -0.2
C -0.720 0.385 0.740 0.3 0.8 -0.2
C -0.700 -5.428 5.898 -0.5 0.2 0.3
C 0.239 2.127 -3.740 0.4 0.2 0.7
C -4.222 3.647 -2.326 1.0 0.3 0.2
C 2.207 0.216 4.732 -1.9 -1.2 -0.2
C 0.300 -4.872 4.909 -0.4 0.1 -0.1
C -7.479 0.496 -1.265 -1.4 -0.5 1.6
C 1.497 1.436 -4.188 -0.5 -1.2 -0.8
C -2.347 -5.568 1.577 -0.1 0.0 -0.5
C 0.892 5.574 -1.515 0.6 0.8 -1.3
C 1.441 -5.820 3.076 -0.3 -1.4 -0.1
C 1.400 1.207 5.533 1.9 1.9 0.3
C -2.170 -2.638 -3.274 0.8 -0.8 -1.6
C 3.517 0.123 2.799 -1.1 1.2 -1.2
C 4.574 2.848 -2.709 0.5 -0.7 -0.1
C -7.130 1.367 -2.406 1.2 -1.3 -1.1
C -0.819 -3.351 -3.111 -0.5 1.8 0.0
C 3.207 2.147 -2.764 0.9 1.4 -1.9
C 1.382 4.808 1.969 1.5 -0.3 0.5
C 1.539 -7.008 2.113 0.0 -0.9 1.4
C 1.777 6.290 -2.550 0.7 0.5 0.0
C 2.432 -2.014 -2.412 0.2 0.1 -0.7
C 0.663 4.864 0.675 -1.5 -0.7 -0.2
C 4.147 1.045 1.746 0.3 -0.2 0.5
H -0.300 5.381 0.751 0.2 0.3 0.0
H 0.247 3.177 -4.012 0.0 0.2 -0.1
H 1.603 1.079 6.597 -0.7 -0.6 0.1
H 3.090 -2.195 -1.564 0.1 0.1 -0.1
H 2.123 -0.969 -2.428 -0.6 -0.3 0.7
H 1.229 -4.535 5.371 0.1 -0.3 -0.1
H 1.076 -3.584 -1.566 0.1 0.1 0.2
H 1.508 -0.572 4.442 0.3 -0.4 0.1
H -1.461 -6.025 5.396 0.2 -0.2 -0.2
H -7.537 1.074 -0.337 0.2 0.0 -0.1
H -0.655 1.679 -4.165 0.0 -0.2 0.0
H -1.615 -6.240 1.990 0.3 0.1 0.1
H 1.866 5.727 2.303 -0.6 0.3 0.0
H -7.889 2.061 -2.741 0.1 0.3 0.2
H 2.998 -2.043 -3.350 0.3 -0.3 0.3
H 0.709 4.402 2.721 -0.1 0.2 0.1
H -0.212 -6.024 6.667 0.0 -0.1 -0.1
H 2.237 4.125 1.933 -0.3 -0.2 -0.2
H -0.096 -4.026 4.341 0.0 -0.2 0.0
H -6.850 -0.368 -1.089 0.7 0.2 -0.2
H 0.365 1.364 5.259 -0.2 -0.5 0.1
H -8.468 0.026 -1.338 0.0 0.4 -0.5
H 3.009 -0.243 5.301 0.3 0.2 -0.2
H 1.885 2.197 5.419 -0.2 -0.2 -0.3
H 1.448 1.201 -5.254 0.4 0.5 -0.1
H 0.368 3.848 0.386 0.3 0.1 -0.2
H 0.214 2.039 -2.655 -0.3 0.3 0.0
H 1.604 0.443 -3.735 0.0 0.4 0.3
H -6.816 0.735 -3.243 -0.6 0.1 -0.3
H -1.499 -0.343 0.888 0.1 -0.2 0.2
H -1.301 -4.661 6.397 0.5 0.2 0.0
H 1.842 -3.848 -3.150 -0.7 -0.4 0.0

=====

5.
23
Properties=species:S:1:pos:R:3:forces:R:3 method="wB97M-V/def2-TZVPD" spin_multiplicity=1 total_charge=+1 e_above_lowest_ev=2.9472
N 0.620 -0.670 -0.797 1.3 -0.1 -1.7
N -0.568 0.767 0.210 -1.2 2.8 0.5
C -0.079 0.476 -1.046 0.7 -0.6 -1.3
C -1.215 2.078 0.314 -1.2 -1.3 3.2
C -0.772 0.148 2.594 0.4 -0.2 0.1
C -0.248 -0.065 1.175 -0.8 0.6 -0.1
C 0.622 -1.029 0.520 -0.5 -1.8 1.9
C -0.229 1.091 -2.249 -1.3 0.3 -0.1
C 1.233 -2.109 1.083 0.0 0.6 -0.8
C 1.232 -1.291 -1.941 1.0 -0.1 0.2
H 1.013 -2.785 1.900 -0.4 1.1 0.6
H 0.517 -1.407 -2.710 -1.0 0.0 -0.8
H -1.014 1.923 -2.431 1.8 -1.6 0.4
H 0.259 0.591 -3.132 -0.7 1.0 1.1
H 1.560 -2.283 -1.750 0.5 -0.8 0.6
H -1.068 2.726 -0.478 0.9 0.8 -1.6
H -2.280 1.936 0.420 -0.5 -0.1 -0.1
H 2.060 -2.460 0.521 0.5 -0.7 -0.7
H -0.047 0.691 3.290 -0.9 -0.6 -1.2
H -1.739 0.673 2.520 0.6 0.1 0.1
H 2.063 -0.711 -2.359 0.0 0.0 0.3
H -1.019 -0.805 3.091 0.4 0.2 -0.4
H -0.899 2.514 1.256 0.2 0.3 -0.1

=====

6.
8
Properties=species:S:1:pos:R:3:forces:R:3 method="wB97M-V/def2-TZVPD" spin_multiplicity=1 e_above_lowest_ev=9.5093
O 0.402 0.808 1.995 -0.9 0.3 0.6
O 1.413 1.178 0.123 -0.5 0.7 -0.4
N 0.641 0.577 0.837 2.2 -1.3 -0.6
N -2.055 0.721 -2.319 -1.4 1.7 -1.8
C 0.324 -0.781 0.390 0.9 2.2 -5.9
C -1.520 -0.006 -1.631 2.9 -2.3 3.7
H -0.122 -1.297 1.119 -2.1 -2.3 2.4
H 0.918 -1.200 -0.515 -1.1 1.0 2.0